{"formula": "C28H39LiN4P", "method": "ωB97M-V/def2-TZVPD", "symbols": ["Li", "C", "C", "N", "C", "C", "N", "C", "C", "C", "N", "C", "C", "N", "C", "H", "H", "H", "H", "H", "H", "H", "H", "H", "H", "H", "H", "H", "H", "H", "H", "H", "H", "H", "H", "H", "H", "H", "H", "C", "C", "C", "C", "C", "C", "P", "C", "C", "C", "C", "C", "C", "C", "C", "C", "C", "C", "C", "H", "H", "H", "H", "H", "H", "H", "H", "H", "H", "H", "H", "H", "H", "H"], "coordinates": [[0.261, -0.223, 1.843], [0.891, 2.872, 2.256], [-0.624, 2.635, 2.105], [-0.923, 1.287, 1.620], [-2.269, 0.782, 1.902], [-2.416, -0.592, 1.241], [-1.244, -1.447, 1.495], [-1.400, -2.438, 2.569], [-1.465, -1.872, 3.991], [-0.394, -0.837, 4.365], [0.843, -0.985, 3.586], [1.862, 0.013, 3.944], [2.747, 0.353, 2.740], [1.962, 0.684, 1.538], [1.795, 2.128, 1.267], [1.199, 2.614, 3.269], [1.080, 3.940, 2.140], [-1.053, 3.394, 1.439], [-1.095, 2.767, 3.082], [-0.833, 1.295, 0.608], [-3.059, 1.442, 1.519], [-2.402, 0.709, 2.984], [-2.494, -0.435, 0.162], [-3.342, -1.070, 1.577], [-1.059, -1.979, 0.649], [-0.548, -3.116, 2.496], [-2.304, -3.040, 2.412], [-1.392, -2.729, 4.663], [-2.446, -1.426, 4.165], [-0.203, -0.899, 5.443], [-0.766, 0.172, 4.170], [1.217, -1.912, 3.759], [2.505, -0.324, 4.764], [1.346, 0.906, 4.294], [3.359, -0.523, 2.518], [3.421, 1.173, 3.016], [2.467, 0.326, 0.735], [1.391, 2.225, 0.255], [2.776, 2.619, 1.270], [-0.817, -4.486, -2.737], [-1.829, -3.545, -2.848], [-1.598, -2.222, -2.498], [-0.342, -1.816, -2.040], [0.643, -2.789, -1.864], [0.416, -4.107, -2.230], [-0.028, -0.080, -1.491], [-1.200, 0.851, -2.565], [-1.911, 1.926, -2.041], [-2.754, 2.681, -2.847], [-2.889, 2.371, -4.189], [-2.178, 1.304, -4.727], [-1.338, 0.553, -3.924], [1.580, 0.384, -2.279], [2.760, -0.202, -1.810], [3.997, 0.185, -2.299], [4.089, 1.201, -3.238], [2.932, 1.824, -3.680], [1.692, 1.425, -3.201], [-0.991, -5.513, -3.031], [-2.805, -3.839, -3.213], [-2.406, -1.511, -2.600], [1.603, -2.519, -1.448], [1.206, -4.838, -2.118], [-1.804, 2.196, -0.995], [-3.304, 3.512, -2.423], [-3.545, 2.956, -4.820], [-2.269, 1.068, -5.779], [-0.777, -0.268, -4.350], [2.719, -0.979, -1.054], [4.895, -0.305, -1.943], [5.054, 1.513, -3.613], [2.991, 2.628, -4.402], [0.816, 1.951, -3.551]], "homo_lumo_gap_ev": 8.80, "total_charge": 1, "e_lumo_ha": -0.0759, "homo_energy_ev": -10.865}

=====

{"formula": "C20H33ClN2O4", "method": "ωB97M-V/def2-TZVPD", "symbols": ["C", "N", "C", "C", "O", "C", "N", "C", "O", "C", "C", "C", "C", "O", "C", "C", "C", "C", "C", "O", "C", "Cl", "C", "C", "C", "C", "C", "H", "H", "H", "H", "H", "H", "H", "H", "H", "H", "H", "H", "H", "H", "H", "H", "H", "H", "H", "H", "H", "H", "H", "H", "H", "H", "H", "H", "H", "H", "H", "H", "H"], "coordinates": [[-1.499, 4.405, 2.049], [-1.235, 2.975, 1.906], [-1.612, 2.350, 0.655], [-0.962, 2.949, -0.588], [-1.567, 4.188, -0.862], [0.587, 2.899, -0.571], [0.500, 1.785, -1.507], [1.496, 1.058, -2.072], [2.666, 1.360, -1.925], [1.061, -0.182, -2.818], [1.044, -1.370, -1.864], [2.390, -1.855, -1.287], [1.910, -3.304, -1.447], [1.442, -3.795, -0.203], [0.797, -2.805, -2.421], [-0.602, -3.354, -2.197], [1.226, -2.982, -3.871], [-0.933, 1.924, -1.756], [-0.320, 2.439, 2.791], [0.413, 3.167, 3.427], [-0.333, 0.902, 3.057], [0.249, 0.688, 4.755], [0.664, 0.189, 2.130], [0.630, -1.331, 2.267], [-0.788, -1.875, 2.124], [-1.727, -1.242, 3.149], [-1.741, 0.282, 3.035], [-1.387, 4.675, 3.095], [-0.824, 5.026, 1.459], [-2.521, 4.601, 1.722], [-1.326, 1.303, 0.679], [-2.698, 2.390, 0.516], [-1.087, 4.620, -1.576], [1.067, 3.788, -0.991], [1.059, 2.653, 0.382], [0.082, -0.047, -3.287], [1.785, -0.343, -3.617], [0.332, -1.174, -1.056], [3.223, -1.633, -1.954], [2.646, -1.546, -0.276], [2.627, -4.002, -1.893], [1.112, -4.690, -0.329], [-0.659, -4.416, -2.452], [-0.911, -3.238, -1.158], [-1.322, -2.827, -2.828], [1.197, -4.040, -4.142], [0.560, -2.443, -4.549], [2.243, -2.626, -4.048], [-1.528, 1.018, -1.613], [-1.159, 2.369, -2.729], [0.448, 0.455, 1.089], [1.664, 0.573, 2.343], [1.282, -1.780, 1.516], [1.033, -1.618, 3.241], [-1.160, -1.673, 1.110], [-0.781, -2.960, 2.239], [-2.745, -1.615, 3.015], [-1.416, -1.535, 4.154], [-2.314, 0.716, 3.857], [-2.275, 0.555, 2.127]], "homo_lumo_gap_ev": 9.65, "relative_energy_kcal_mol": 8.4, "total_charge": 0, "smiles": "CN(CC1(O)CN(C(=O)C[C@@H]2C[C@@H](O)C2(C)C)C1)C(=O)C1(Cl)CCCCC1", "e_lumo_ha": 0.0137, "homo_energy_ev": -9.277}

=====

{"formula": "C51H74F6N10O8S2", "method": "ωB97M-V/def2-TZVPD", "symbols": ["N", "O", "O", "O", "C", "C", "C", "O", "C", "N", "H", "H", "H", "H", "H", "H", "H", "H", "H", "H", "H", "H", "C", "C", "C", "N", "C", "C", "C", "C", "C", "C", "H", "H", "H", "H", "H", "H", "H", "H", "H", "H", "H", "H", "H", "H", "H", "H", "H", "H", "H", "H", "C", "N", "C", "C", "C", "C", "C", "C", "C", "C", "N", "C", "C", "C", "H", "H", "H", "H", "H", "H", "H", "H", "H", "H", "H", "H", "H", "H", "C", "N", "C", "C", "C", "C", "C", "C", "C", "C", "N", "C", "C", "C", "H", "H", "H", "H", "H", "H", "H", "H", "H", "H", "H", "H", "H", "H", "C", "N", "C", "C", "C", "C", "C", "C", "C", "C", "N", "C", "C", "C", "H", "H", "H", "H", "H", "H", "H", "H", "H", "H", "H", "H", "H", "H", "C", "F", "F", "F", "S", "O", "O", "N", "S", "O", "O", "C", "F", "F", "F"], "coordinates": [[8.067, -8.129, -8.069], [8.101, -7.326, -8.970], [8.479, -9.264, -8.229], [7.792, -7.735, -6.960], [6.967, -6.659, -0.050], [7.098, -8.045, -0.659], [7.063, -8.103, -2.165], [7.681, -6.914, -2.740], [7.651, -6.825, -4.150], [8.450, -8.601, -0.226], [8.766, -8.284, 0.679], [8.651, -9.552, -0.501], [9.139, -8.004, -0.661], [6.950, -6.614, 1.039], [6.020, -6.201, -0.334], [7.644, -5.963, -0.545], [6.397, -8.831, -0.379], [5.988, -8.138, -2.341], [7.537, -9.008, -2.543], [7.794, -7.790, -4.638], [8.390, -6.111, -4.513], [6.716, -6.301, -4.346], [4.616, -9.427, -4.984], [5.616, -10.182, -5.892], [5.273, -11.670, -5.753], [6.091, -12.593, -6.642], [7.582, -12.579, -6.137], [8.443, -13.728, -6.754], [7.687, -15.038, -6.479], [6.189, -15.106, -6.982], [5.383, -13.959, -6.457], [6.056, -12.147, -8.120], [3.633, -9.894, -5.053], [4.685, -8.387, -5.304], [4.946, -9.560, -3.954], [6.620, -10.004, -5.509], [5.648, -9.723, -6.880], [4.245, -11.765, -6.103], [5.266, -12.041, -4.728], [7.585, -12.547, -5.048], [8.061, -11.621, -6.343], [9.466, -13.754, -6.380], [8.641, -13.718, -7.825], [7.598, -15.087, -5.394], [8.320, -15.889, -6.730], [5.827, -16.038, -6.549], [6.169, -15.187, -8.069], [5.415, -14.229, -5.401], [4.322, -13.900, -6.700], [6.606, -11.223, -8.295], [5.008, -12.115, -8.418], [6.565, -12.914, -8.704], [9.772, -5.357, -12.553], [9.932, -6.837, -12.581], [10.015, -7.446, -13.821], [10.208, -8.827, -13.890], [10.442, -9.543, -12.696], [10.456, -8.820, -11.452], [10.167, -7.408, -11.428], [10.812, -10.969, -12.705], [11.853, -11.436, -13.531], [12.129, -12.836, -13.542], [11.378, -13.663, -12.806], [10.456, -13.219, -11.932], [10.057, -11.868, -11.929], [11.815, -15.022, -12.651], [10.770, -4.938, -12.422], [9.133, -5.146, -11.696], [9.278, -5.035, -13.470], [9.830, -6.808, -14.672], [10.213, -9.408, -14.800], [10.683, -9.318, -10.521], [10.185, -6.772, -10.556], [12.485, -10.817, -14.150], [12.876, -13.331, -14.145], [9.904, -13.923, -11.327], [9.306, -11.448, -11.277], [10.943, -15.669, -12.555], [12.379, -15.060, -11.720], [12.543, -15.402, -13.368], [5.357, -5.477, -7.621], [5.768, -4.086, -7.685], [7.049, -3.765, -8.094], [7.361, -2.392, -8.257], [6.511, -1.354, -7.844], [5.266, -1.771, -7.340], [4.936, -3.113, -7.395], [6.853, 0.051, -8.136], [6.705, 1.082, -7.215], [7.269, 2.335, -7.450], [7.885, 2.601, -8.624], [8.043, 1.624, -9.596], [7.505, 0.327, -9.337], [8.515, 3.915, -8.860], [5.692, -5.999, -8.518], [4.272, -5.574, -7.646], [5.814, -5.837, -6.700], [7.708, -4.594, -8.307], [8.404, -2.377, -8.538], [4.650, -0.988, -6.924], [3.942, -3.445, -7.135], [6.264, 0.928, -6.242], [7.125, 3.078, -6.679], [8.598, 1.859, -10.493], [7.631, -0.471, -10.055], [7.726, 4.667, -8.834], [8.890, 3.974, -9.882], [9.301, 4.004, -8.110], [13.246, -2.366, -1.772], [13.099, -3.337, -2.855], [14.161, -4.055, -3.293], [13.931, -5.265, -3.984], [12.700, -5.561, -4.505], [11.642, -4.669, -4.123], [11.854, -3.659, -3.171], [12.444, -6.789, -5.289], [11.166, -7.411, -5.309], [10.915, -8.573, -6.021], [11.934, -9.229, -6.725], [13.162, -8.605, -6.806], [13.427, -7.437, -6.001], [11.684, -10.470, -7.481], [14.303, -2.141, -1.638], [12.909, -2.782, -0.822], [12.677, -1.480, -2.057], [15.116, -3.813, -2.850], [14.772, -5.939, -4.045], [10.600, -4.707, -4.406], [11.075, -3.076, -2.703], [10.471, -7.039, -4.571], [9.959, -9.075, -6.034], [13.904, -9.108, -7.408], [14.426, -7.038, -5.913], [11.493, -10.292, -8.540], [10.807, -10.970, -7.070], [12.573, -11.095, -7.397], [3.441, -12.580, -10.741], [4.724, -12.653, -11.050], [2.731, -13.132, -11.686], [3.299, -13.151, -9.518], [2.951, -10.746, -10.585], [1.630, -10.601, -11.289], [2.880, -10.429, -9.175], [4.204, -10.089, -11.619], [4.800, -8.968, -10.778], [3.995, -7.746, -10.842], [5.340, -9.314, -9.434], [6.433, -8.639, -11.815], [6.936, -7.412, -11.438], [7.253, -9.688, -11.536], [6.041, -8.713, -13.068]], "homo_lumo_gap_ev": [3.65, 4.83], "total_charge": 5, "s_squared": 0.771, "e_lumo_ha": [-0.4116, -0.4117], "multiplicity": 2, "homo_energy_ev": [-14.848, -16.029]}

=====

{"formula": "C13H14N2O2S", "method": "ωB97M-V/def2-TZVPD", "symbols": ["C", "O", "C", "C", "C", "C", "C", "C", "N", "C", "O", "N", "C", "C", "C", "C", "S", "C", "H", "H", "H", "H", "H", "H", "H", "H", "H", "H", "H", "H", "H", "H"], "coordinates": [[-6.455, -1.367, 0.129], [-5.454, -0.606, 0.760], [-4.324, -0.307, 0.059], [-4.061, -0.713, -1.243], [-2.869, -0.344, -1.848], [-1.940, 0.424, -1.176], [-2.197, 0.836, 0.128], [-1.162, 1.640, 0.872], [0.013, 0.842, 1.170], [1.134, 0.933, 0.395], [1.302, 1.793, -0.439], [2.070, -0.038, 0.699], [3.330, -0.140, 0.132], [3.917, 0.610, -0.840], [5.226, 0.166, -1.140], [5.616, -0.902, -0.406], [4.383, -1.409, 0.692], [-3.380, 0.465, 0.738], [-7.253, -1.469, 0.863], [-6.844, -0.860, -0.760], [-6.090, -2.361, -0.149], [-4.769, -1.311, -1.795], [-2.673, -0.663, -2.861], [-1.016, 0.714, -1.653], [-0.812, 2.473, 0.258], [-1.572, 2.026, 1.809], [-0.147, 0.008, 1.713], [1.865, -0.701, 1.430], [3.429, 1.441, -1.311], [5.850, 0.634, -1.881], [6.544, -1.436, -0.426], [-3.605, 0.770, 1.749]], "homo_lumo_gap_ev": 8.44, "relative_energy_kcal_mol": 26.2, "total_charge": 0, "smiles": "COc1cccc(CNC(=O)Nc2cccs2)c1", "e_lumo_ha": 0.0175, "homo_energy_ev": -7.966}

=====

{"formula": "C38H42BrF4NNiO7PSb", "method": "ωB97M-V/def2-TZVPD", "symbols": ["Ni", "F", "C", "C", "F", "C", "F", "C", "P", "C", "C", "C", "C", "C", "C", "C", "C", "C", "C", "C", "C", "C", "Br", "C", "F", "H", "H", "H", "H", "H", "H", "H", "H", "H", "H", "O", "N", "C", "C", "C", "C", "Sb", "C", "C", "C", "C", "C", "C", "C", "C", "H", "H", "H", "H", "H", "H", "H", "H", "H", "H", "H", "H", "H", "H", "H", "H", "H", "H", "H", "H", "H", "H", "H", "H", "H", "H", "H", "O", "O", "O", "C", "O", "C", "C", "C", "C", "O", "C", "O", "C", "C", "H", "H", "H", "H", "H"], "coordinates": [[0.521, 0.367, 0.437], [7.799, 1.954, -1.063], [6.491, 1.815, -1.042], [5.677, 2.760, -1.646], [6.199, 3.808, -2.252], [4.303, 2.579, -1.614], [3.556, 3.485, -2.250], [3.705, 1.494, -0.975], [1.890, 1.395, -1.036], [1.262, 3.074, -0.820], [1.666, 3.743, 0.335], [1.171, 5.007, 0.608], [0.261, 5.598, -0.260], [-0.153, 4.923, -1.401], [0.346, 3.660, -1.686], [1.515, 0.661, -2.634], [1.239, -0.706, -2.657], [1.018, -1.342, -3.867], [1.067, -0.619, -5.051], [1.357, 0.739, -5.028], [1.591, 1.381, -3.823], [4.547, 0.529, -0.423], [3.905, -1.116, 0.205], [5.919, 0.695, -0.449], [6.723, -0.223, 0.064], [2.379, 3.289, 1.017], [1.500, 5.534, 1.494], [-0.117, 6.590, -0.052], [-0.855, 5.386, -2.081], [0.013, 3.139, -2.574], [1.212, -1.279, -1.735], [0.813, -2.404, -3.887], [0.894, -1.117, -5.995], [1.415, 1.298, -5.952], [1.858, 2.432, -3.818], [1.533, 0.034, 2.167], [0.664, -0.792, 2.077], [-3.635, 2.431, -1.150], [-4.216, 1.093, -0.694], [-5.665, 1.265, -0.233], [-4.124, 0.053, -1.809], [-3.027, 0.359, 0.957], [-3.433, -1.683, 1.576], [-4.949, -1.873, 1.569], [-2.869, -1.930, 2.973], [-2.759, -2.598, 0.556], [-2.478, 1.886, 2.409], [-1.967, 1.255, 3.700], [-3.778, 2.652, 2.676], [-1.418, 2.808, 1.810], [-4.168, 2.731, -2.055], [-2.573, 2.370, -1.393], [-3.787, 3.222, -0.414], [-6.242, 1.644, -1.081], [-5.769, 1.991, 0.574], [-6.127, 0.327, 0.074], [-4.673, 0.441, -2.670], [-4.591, -0.895, -1.533], [-3.096, -0.132, -2.125], [-5.461, -1.210, 2.270], [-5.158, -2.898, 1.887], [-5.382, -1.751, 0.576], [-3.405, -1.375, 3.742], [-1.803, -1.705, 3.046], [-2.996, -2.993, 3.195], [-3.128, -2.454, -0.460], [-2.993, -3.626, 0.848], [-1.673, -2.492, 0.559], [-2.729, 0.666, 4.208], [-1.686, 2.069, 4.374], [-1.084, 0.635, 3.546], [-4.563, 2.017, 3.094], [-4.160, 3.156, 1.788], [-3.567, 3.425, 3.418], [-0.453, 2.310, 1.692], [-1.267, 3.624, 2.523], [-1.699, 3.246, 0.853], [-1.361, -0.094, -0.076], [-0.712, 1.047, -0.641], [1.958, -2.625, 3.349], [1.859, -2.852, 2.190], [1.097, -1.942, 1.355], [2.414, -3.934, 1.383], [1.912, -4.242, 0.119], [2.463, -5.265, -0.641], [3.532, -5.939, -0.088], [4.233, -6.953, -0.616], [5.269, -7.285, 0.323], [5.062, -6.462, 1.470], [4.035, -5.633, 1.182], [3.493, -4.639, 1.950], [1.070, -3.690, -0.274], [2.076, -5.533, -1.613], [6.237, -7.057, -0.123], [5.174, -8.331, 0.604], [3.861, -4.403, 2.938]], "homo_lumo_gap_ev": [5.51, 5.51], "relative_energy_kcal_mol": 29.0, "total_charge": 2, "e_lumo_ha": [-0.2587, -0.2586], "homo_energy_ev": [-12.544, -12.544]}

=====

{"formula": "C6H10O2S", "method": "ωB97M-V/def2-TZVPD", "symbols": ["C", "C", "C", "S", "O", "O", "C", "C", "C", "H", "H", "H", "H", "H", "H", "H", "H", "H", "H"], "coordinates": [[3.075, 0.796, 0.081], [1.871, 1.195, -0.343], [0.954, 0.275, -0.932], [-0.133, -0.855, 0.023], [0.800, -1.690, 0.706], [-1.154, -1.341, -0.931], [-0.907, 0.315, 1.251], [-1.587, 1.410, 0.340], [-2.735, 1.017, -0.270], [3.756, 1.346, 0.766], [3.104, -0.303, 0.058], [1.441, 2.171, -0.192], [1.534, -0.544, -1.347], [0.142, 0.728, -1.649], [-0.012, 0.691, 1.837], [-1.621, -0.295, 1.841], [-1.091, 2.457, 0.269], [-2.974, -0.103, 0.015], [-3.343, 1.748, -0.928]], "homo_lumo_gap_ev": 10.25, "relative_energy_kcal_mol": 60.0, "total_charge": 0, "smiles": "C=CCS(=O)(=O)CC=C", "e_lumo_ha": 0.0289, "homo_energy_ev": -9.461}